(1)
# C41H41FN8O6Ti

A structure of composition C41H41FN8O6Ti in a non-equilibrium geometry (ωB97M-V/def2-TZVPD, OMol25).

The geometry in XYZ format:
```
98
Properties=species:S:1:pos:R:3
Ti 0.014 -0.656 -0.160
O 1.029 -1.841 0.762
C 1.895 -2.844 0.684
C 2.148 -3.627 1.807
C 3.062 -4.660 1.709
C 3.736 -4.920 0.515
C 3.487 -4.132 -0.589
C 2.562 -3.085 -0.520
C 2.320 -2.254 -1.680
N 1.490 -1.283 -1.745
C 1.367 -0.597 -3.044
C 0.601 0.696 -2.819
N -0.500 0.312 -1.957
C -1.713 0.594 -2.219
C -2.819 -0.138 -1.613
C -4.133 0.286 -1.824
C -5.194 -0.512 -1.448
C -4.938 -1.766 -0.893
C -3.645 -2.215 -0.703
C -2.568 -1.399 -1.046
O -1.312 -1.822 -0.842
H 1.624 -3.401 2.726
H 3.261 -5.271 2.580
H 4.451 -5.729 0.459
H 4.011 -4.311 -1.520
H 2.912 -2.501 -2.565
H 0.792 -1.241 -3.714
H 2.348 -0.416 -3.484
H 0.243 1.114 -3.762
H 1.221 1.433 -2.307
H -1.964 1.099 -3.154
H -4.302 1.257 -2.277
H -6.210 -0.173 -1.592
H -5.765 -2.403 -0.605
H -3.443 -3.190 -0.281
C -1.853 3.342 -4.668
C -1.532 3.878 -3.272
C -2.759 4.131 -2.423
C -3.769 4.945 -2.926
C -4.890 5.248 -2.174
C -4.999 4.737 -0.892
C -4.016 3.915 -0.351
C -4.236 3.367 1.035
C -5.126 2.124 1.009
C -2.892 3.605 -1.128
N -1.902 2.697 -0.664
C -0.846 3.190 -0.139
C 0.373 2.530 0.259
C 1.457 3.283 0.689
C 2.541 2.414 0.893
C 2.069 1.160 0.589
N 0.758 1.195 0.186
H -0.948 3.005 -5.179
H -2.312 4.103 -5.299
H -2.553 2.504 -4.622
H -0.979 4.817 -3.368
H -0.857 3.196 -2.756
H -3.665 5.362 -3.921
H -5.666 5.887 -2.576
H -5.863 4.982 -0.284
H -4.718 4.146 1.632
H -3.288 3.147 1.526
H -6.025 2.312 0.417
H -5.450 1.841 2.010
H -4.608 1.275 0.562
H -0.777 4.273 0.024
H 1.438 4.353 0.833
H 3.537 2.658 1.226
H 2.602 0.224 0.666
F 4.726 -1.007 1.497
C 4.457 -0.211 2.551
C 3.492 -0.522 3.419
N 3.183 0.262 4.502
C 1.938 -0.028 5.223
C 0.714 0.222 4.314
O -0.351 0.531 4.885
O 0.945 0.083 3.092
C 3.840 1.451 4.729
O 3.594 2.206 5.644
N 4.846 1.730 3.810
C 5.205 1.024 2.667
O 6.045 1.438 1.894
H 2.896 -1.412 3.299
H 1.901 0.574 6.122
H 1.967 -1.086 5.497
H 5.319 2.608 3.956
C -3.222 0.872 4.170
N -2.695 0.069 3.074
C -2.590 -1.304 3.082
C -1.756 -1.634 2.069
N -1.377 -0.473 1.420
C -1.937 0.524 2.076
H -3.961 0.279 4.704
H -3.703 1.761 3.774
H -2.393 1.129 4.827
H -3.078 -1.901 3.831
H -1.397 -2.597 1.756
H -1.774 1.569 1.874
```

## Properties
- calculated total energy (eV) = -93226.1381
- net charge = 0
- Kohn-Sham gap (eV) = 6.77
- molecular weight (g mol⁻¹) = 808.7
- energy relative to the best compared isomer or geometry (same formula, charge and spin) (kcal/mol) = 0.0
- E_HOMO (eV) = -7.7
- LUMO energy (eV) = -0.8938
- strongest force on any atom (eV/A) = 1.340

(2)
# C41H41N7O2S3Tl

A structure of composition C41H41N7O2S3Tl in a non-equilibrium geometry (ωB97M-V/def2-TZVPD, OMol25).

The geometry in XYZ format:
```
95
Properties=species:S:1:pos:R:3
Tl -0.048 -0.273 -0.319
C 0.836 -3.637 1.971
C 2.293 -3.348 1.589
C 2.452 -2.132 0.654
N 1.374 -2.072 -0.297
C 1.297 -2.892 -1.315
C 2.383 -3.673 -1.763
C 2.453 -4.736 -2.629
C 1.421 -5.514 -3.140
C 0.074 -5.219 -3.046
C -0.516 -4.039 -2.644
C 0.027 -2.866 -2.073
N -0.610 -1.720 -2.069
C -1.692 -1.470 -2.982
C -3.064 -1.508 -2.301
C -3.231 -0.310 -1.364
N -2.396 -0.408 -0.199
C -2.915 -0.718 0.959
C -4.236 -1.209 1.110
C -5.087 -1.190 2.193
C -4.903 -0.564 3.416
C -3.713 -0.019 3.877
C -2.448 -0.150 3.355
C -1.997 -0.667 2.118
N -0.759 -1.004 1.859
C 0.180 -1.311 2.908
C 0.272 -2.829 3.138
H 0.758 -4.696 2.235
H 0.209 -3.465 1.097
H 2.677 -4.225 1.062
H 2.902 -3.205 2.485
H 3.425 -2.172 0.154
H 2.439 -1.200 1.220
H 3.336 -3.287 -1.431
H 3.457 -5.065 -2.876
H 1.690 -6.421 -3.666
H -0.614 -5.975 -3.412
H -1.591 -4.012 -2.777
H -1.674 -2.182 -3.820
H -1.543 -0.470 -3.408
H -3.156 -2.437 -1.736
H -3.852 -1.482 -3.060
H -4.289 -0.200 -1.085
H -2.939 0.587 -1.915
H -4.631 -1.686 0.221
H -6.060 -1.644 2.027
H -5.757 -0.510 4.080
H -3.774 0.500 4.827
H -1.658 0.268 3.970
H -0.104 -0.855 3.865
H 1.159 -0.922 2.636
H -0.739 -3.192 3.342
H 0.874 -3.004 4.035
S 1.666 1.262 1.193
C 0.272 2.051 1.699
N -0.880 1.916 1.129
C -1.866 2.601 1.765
C -3.212 2.624 1.416
C -4.097 3.327 2.207
C -3.667 4.019 3.333
C -2.331 4.027 3.692
C -1.442 3.324 2.903
S 0.277 3.116 3.123
H -3.542 2.071 0.552
H -5.145 3.339 1.949
H -4.383 4.547 3.946
H -1.986 4.560 4.567
C 4.962 5.084 1.047
C 4.602 3.896 0.205
C 4.802 2.602 0.664
C 4.436 1.510 -0.108
C 3.871 1.716 -1.349
C 3.671 2.997 -1.829
C 4.039 4.081 -1.054
S 3.265 0.346 -2.340
O 3.607 0.648 -3.718
O 3.820 -0.878 -1.829
N 1.673 0.396 -2.027
C 0.846 1.269 -2.587
C 1.016 1.897 -3.845
C 0.044 2.737 -4.315
C -1.077 3.014 -3.527
C -1.173 2.384 -2.308
N -0.275 1.514 -1.871
H 5.211 4.779 2.058
H 4.125 5.776 1.097
H 5.813 5.615 0.619
H 5.227 2.448 1.646
H 4.550 0.497 0.244
H 3.219 3.129 -2.800
H 3.875 5.086 -1.420
H 1.902 1.659 -4.409
H 0.143 3.188 -5.293
H -1.843 3.693 -3.862
H -2.006 2.567 -1.644
```

## Properties
- calculated total energy (eV) = -94908.0596
- net charge = -1
- Kohn-Sham gap (eV) = 6.57
- molecular weight (g mol⁻¹) = 964.4
- energy relative to the best compared isomer or geometry (same formula, charge and spin) (kcal/mol) = 0.0
- E_HOMO (eV) = -4.2
- LUMO energy (eV) = 2.3795
- strongest force on any atom (eV/A) = 1.905

(3)
# C41H41N9O2SScSe

A structure of composition C41H41N9O2SScSe in a non-equilibrium geometry (ωB97M-V/def2-TZVPD, OMol25).

The geometry in XYZ format:
```
96
Properties=species:S:1:pos:R:3
Sc -0.189 -0.926 0.076
C -3.099 2.162 0.561
C -2.057 2.869 -0.300
C -2.653 3.858 -1.087
C -1.960 4.642 -1.983
C -0.618 4.397 -2.137
C 0.047 3.420 -1.397
C 1.511 3.308 -1.765
C -0.645 2.663 -0.419
N 0.113 1.659 0.353
C 1.750 1.210 2.392
O 2.152 1.757 3.377
C 2.083 -0.278 2.288
C 3.215 -0.686 2.973
C 3.588 -2.021 2.938
C 2.756 -2.931 2.312
C 1.609 -2.461 1.703
N 1.321 -1.151 1.624
C 0.492 -3.446 1.380
O 0.676 -4.614 1.668
N -0.644 -2.865 0.905
C -1.840 -3.663 1.008
C -1.982 -4.900 0.363
C -0.882 -5.554 -0.435
C -3.189 -5.586 0.482
C -4.237 -5.082 1.229
C -4.082 -3.869 1.880
C -2.895 -3.154 1.781
C -2.752 -1.862 2.538
H -4.085 2.441 0.195
H -3.042 2.473 1.600
H -3.034 1.080 0.543
H -3.719 4.010 -0.974
H -2.463 5.404 -2.565
H -0.045 4.967 -2.858
H 1.637 3.630 -2.797
H 1.918 2.307 -1.684
H 2.128 3.969 -1.153
H 3.781 0.050 3.522
H 4.488 -2.350 3.439
H 2.927 -3.998 2.324
H -0.080 -4.867 -0.686
H -1.277 -6.003 -1.349
H -0.425 -6.346 0.158
H -3.295 -6.541 -0.020
H -5.168 -5.628 1.304
H -4.891 -3.469 2.481
H -3.726 -1.447 2.794
H -2.205 -1.128 1.956
H -2.192 -2.013 3.465
C -1.107 0.261 -2.971
C -2.330 -0.077 -2.131
N -2.098 -1.274 -1.298
C -2.150 -2.557 -2.034
C -0.900 -2.936 -2.824
S 0.707 -2.733 -1.979
C 1.569 -1.686 -3.166
C 1.317 -0.177 -2.978
N 0.130 0.135 -2.173
H -1.212 1.279 -3.352
H -1.040 -0.396 -3.837
H -3.196 -0.219 -2.783
H -2.548 0.754 -1.463
H -2.859 -1.321 -0.622
H -2.988 -2.542 -2.738
H -2.357 -3.329 -1.301
H -0.823 -2.386 -3.758
H -0.981 -3.991 -3.080
H 1.315 -2.038 -4.165
H 2.627 -1.904 -3.019
H 1.253 0.307 -3.956
H 2.172 0.249 -2.465
H 0.296 1.042 -1.752
Se 3.291 6.701 1.551
N 1.790 5.803 1.886
C 1.994 4.568 1.525
C 1.032 3.487 1.713
C -0.005 3.558 2.563
C -0.824 2.438 2.964
C -1.014 1.228 2.373
N -0.715 0.787 1.110
C 1.317 2.135 1.146
C 2.648 1.966 0.402
N 2.855 0.766 -0.139
C 4.056 0.499 -0.648
C 5.105 1.407 -0.632
C 4.883 2.653 -0.079
C 3.634 2.947 0.454
C 3.302 4.285 0.970
N 4.139 5.278 0.900
H -0.155 4.497 3.087
H -1.298 2.535 3.933
H -1.565 0.501 2.957
H 4.186 -0.485 -1.089
H 6.067 1.138 -1.047
H 5.655 3.412 -0.058
```

## Properties
- calculated total energy (eV) = -157567.5009
- net charge = +1
- Kohn-Sham gap (eV) = 6.73
- molecular weight (g mol⁻¹) = 847.8
- energy relative to the best compared isomer or geometry (same formula, charge and spin) (kcal/mol) = 88.6
- E_HOMO (eV) = -9.9
- LUMO energy (eV) = -3.1423
- strongest force on any atom (eV/A) = 1.310